# 1
# C3H3NO3

One molecule with the formula C3H3NO3 at a distorted geometry (ωB97M-V/def2-TZVPD, OMol25).

Geometry as ORCA input:
```
! RIJCOSX wB97M-V def2-TZVPD def2/J DEFGRID3
* xyz 0 1
O 0.338 1.103 2.430
C 0.583 0.749 1.199
C -0.448 0.557 0.185
O -0.456 -0.901 0.180
C -0.324 -1.265 -1.167
N 0.143 -0.316 -1.874
O 0.261 0.710 -0.987
H 1.573 0.340 1.173
H -1.240 1.418 0.221
H -0.431 -2.395 -1.360
*
```

For the HOMO-LUMO gap, the calculation gives 9.976 eV. The total energy comes out at -396.4314 a.u. The value obtained for the LUMO energy is 0.00 eV.

---

# 2
# C4H7BF8O4SSb

C4H7BF8O4SSb as an isolated structure at a distorted geometry (ωB97M-V/def2-TZVPD, OMol25).

Geometry as ORCA input:
```
! RIJCOSX wB97M-V def2-TZVPD def2/J DEFGRID3
* xyz -1 1
C 3.132 -1.282 0.591
B 2.349 -0.861 -0.694
O 2.885 -1.061 -1.955
Sb 0.250 -0.002 -0.443
O 0.357 0.945 -2.238
C -1.768 0.974 -0.214
F -1.784 1.921 0.752
F -2.074 1.598 -1.380
C -3.004 0.061 0.050
F -4.002 0.853 0.527
F -3.444 -0.496 -1.086
C -2.861 -1.059 1.110
F -2.229 -0.620 2.204
F -4.110 -1.447 1.480
F -2.241 -2.148 0.618
S 1.275 2.199 0.556
O 2.712 2.054 0.651
O 0.844 3.343 -0.197
F 0.828 2.445 2.112
H 2.418 -1.774 1.249
H 3.458 -0.402 1.131
H 3.960 -1.948 0.384
H 2.334 -1.665 -2.449
H 0.193 -0.639 1.187
H -0.444 -1.453 -1.148
H 0.965 0.465 -2.798
*
```

For the HOMO-LUMO gap, the calculation gives 7.636 eV. The total energy comes out at -1919.8224 a.u. The value obtained for the LUMO energy is 2.66 eV.

---

# 3
# C6H12O

One molecule with the formula C6H12O (ωB97M-V/def2-TZVPD, OMol25).

Geometry as ORCA input:
```
! RIJCOSX wB97M-V def2-TZVPD def2/J DEFGRID3
* xyz 0 1
C -0.736 -1.201 -1.644
C -0.415 -0.186 -0.547
C -0.405 1.228 -1.131
C 0.909 -0.544 0.144
C 1.216 0.289 1.408
C 0.260 -0.216 2.454
O -0.643 0.728 2.654
H -0.799 -2.220 -1.245
H -1.692 -0.967 -2.126
H 0.039 -1.189 -2.421
H -1.216 -0.236 0.206
H -1.344 1.434 -1.658
H 0.414 1.341 -1.854
H -0.283 1.995 -0.359
H 1.733 -0.451 -0.577
H 2.234 0.053 1.743
H 1.145 1.371 1.222
H 0.877 -1.596 0.456
H -1.296 0.367 3.273
*
```

For the HOMO-LUMO gap, the calculation gives 9.464 eV. The total energy comes out at -310.9656 a.u. The value obtained for the LUMO energy is 0.92 eV.

---

# 4
# C4H12NO2

A 2-piece molecular cluster, C4H12NO2 overall at a distorted geometry (ωB97M-V/def2-TZVPD, OMol25).

Geometry as ORCA input:
```
! RIJCOSX wB97M-V def2-TZVPD def2/J DEFGRID3
* xyz -1 1
C -1.514 0.440 -0.815
C -0.763 -0.651 -0.023
C -0.438 -2.017 -0.691
N 0.362 0.084 0.770
C 1.656 0.183 -0.116
O 2.051 -0.855 -0.756
H -1.006 0.746 -1.801
H -2.326 -0.159 -1.173
H -1.700 1.126 -0.038
H -1.544 -0.910 0.801
H 0.494 -1.989 -1.241
H -0.260 -2.896 0.049
H -1.431 -2.242 -1.124
H 0.670 -0.476 1.609
H 1.494 1.170 -0.804
H 2.329 0.408 0.788
H 0.160 3.287 1.376
H 0.784 1.874 1.504
O 0.983 2.878 1.684
*
```

For the HOMO-LUMO gap, the calculation gives 6.844 eV. The total energy comes out at -364.7843 a.u. The value obtained for the LUMO energy is 4.02 eV.

---

# 5
# C4H12O

A 2-piece molecular cluster, C4H12O overall at a distorted geometry (ωB97M-V/def2-TZVPD, OMol25).

Geometry as ORCA input:
```
! RIJCOSX wB97M-V def2-TZVPD def2/J DEFGRID3
* xyz 0 1
C 0.212 1.439 0.971
C 1.510 0.979 0.214
C 2.294 0.209 1.360
C 1.280 0.059 -0.994
H -0.632 0.713 0.832
H 0.256 1.345 2.046
H -0.218 2.358 0.573
H 2.010 1.953 0.106
H 1.539 -0.152 2.051
H 3.249 0.655 1.647
H 2.623 -0.791 1.046
H 0.914 0.641 -1.839
H 2.301 -0.064 -1.363
H 0.585 -0.694 -0.664
O -5.650 -2.745 -2.119
H -6.522 -2.568 -2.481
H -5.750 -3.336 -1.384
*
```

For the HOMO-LUMO gap, the calculation gives 11.994 eV. The total energy comes out at -234.7851 a.u. The value obtained for the LUMO energy is 1.09 eV.

---

# 6
# C21H43BN3O7

An isolated ion of composition C21H43BN3O7 and charge +1 at a distorted geometry (ωB97M-V/def2-TZVPD, OMol25).

Geometry as ORCA input:
```
! RIJCOSX wB97M-V def2-TZVPD def2/J DEFGRID3
* xyz 1 1
C -0.304 -2.369 4.366
C -0.749 -1.424 3.568
N -1.475 -1.642 2.307
C -2.975 -1.672 2.770
N -3.370 -0.615 3.626
C -1.186 -3.035 1.625
O -2.335 -3.736 1.344
O -0.597 -2.764 0.434
C 0.006 -1.419 0.413
C 0.177 -1.149 -1.072
C 0.960 -2.217 -1.852
C 1.297 -1.658 -3.245
C 2.510 -0.736 -3.233
C 2.699 0.093 -4.519
C 2.901 1.591 -4.227
C 4.381 1.974 -4.150
O 4.607 3.123 -3.359
C 4.694 2.866 -1.980
C 1.363 -1.587 1.130
B 2.535 -0.561 0.790
O 2.616 0.728 1.334
O 3.521 -0.989 -0.040
C -1.130 -0.640 1.186
C -2.287 -0.303 0.222
C -3.518 0.523 0.644
C -3.306 2.057 0.777
C -3.766 2.593 2.149
C -4.102 2.784 -0.319
C -0.496 0.659 1.713
O -0.086 1.382 0.577
N 0.311 2.725 0.990
O 0.358 3.419 0.075
H -0.216 -3.415 4.114
H 0.040 -2.079 5.349
H -0.657 -0.392 3.855
H -3.050 -2.595 3.334
H -3.588 -1.714 1.881
H -3.327 -0.831 4.608
H -3.040 0.313 3.417
H -0.536 -3.651 2.248
H -2.548 -4.336 2.069
H 0.637 -0.172 -1.240
H -0.798 -1.100 -1.555
H 0.332 -3.098 -1.968
H 1.903 -2.457 -1.361
H 1.448 -2.474 -3.955
H 0.421 -1.106 -3.610
H 2.432 -0.045 -2.388
H 3.398 -1.344 -3.033
H 3.615 -0.257 -5.004
H 1.868 -0.044 -5.210
H 2.406 2.214 -4.973
H 2.453 1.859 -3.265
H 4.969 1.127 -3.770
H 4.760 2.216 -5.144
H 3.708 2.871 -1.499
H 5.290 3.655 -1.522
H 5.193 1.909 -1.783
H 1.720 -2.569 0.817
H 1.268 -1.631 2.215
H 3.012 0.711 2.213
H 4.070 -0.260 -0.356
H -2.640 -1.252 -0.194
H -1.853 0.229 -0.619
H -4.047 0.158 1.516
H -4.229 0.387 -0.175
H -2.266 2.336 0.618
H -4.558 1.966 2.563
H -4.209 3.583 2.033
H -2.950 2.693 2.870
H -3.960 2.295 -1.286
H -5.166 2.811 -0.083
H -3.728 3.801 -0.443
H 0.369 0.453 2.343
H -1.199 1.232 2.330
*
```

For the HOMO-LUMO gap, the calculation gives 8.672 eV. The total energy comes out at -1541.4575 a.u. The value obtained for the LUMO energy is -2.74 eV.